Record 1
Density functional theory data (ωB97M-V/def2-TZVPD) for C4H6OS as an isolated structure.

For the largest force on an atom, the calculation gives 0.1336 Eh/bohr. As for the LUMO energy: 0.00053 Ha. The value obtained for the HOMO energy is -8.61 eV. Its energy above the lowest of the compared OMol25 structures with the same formula, charge and spin is 3.7030 eV. As for the HOMO-LUMO gap: 8.6282 eV.

Structure (ORCA input):
```
! RIJCOSX wB97M-V def2-TZVPD def2/J DEFGRID3
* xyz 0 1
C 0.393 -0.405 -1.238
C -0.377 0.158 -0.166
C 0.350 0.822 1.099
C -0.212 -0.494 1.133
H -1.032 0.091 -2.741
H -1.464 0.450 -0.311
H -0.147 1.548 1.874
H 1.281 1.082 0.946
H -1.181 -0.642 1.641
H 0.531 -1.175 1.359
O -0.117 -0.715 -2.486
S 1.976 -0.721 -1.111
*
```

---

Record 2
Density functional theory data (ωB97M-V/def2-TZVPD) for C21H21BN9NaO4 as an isolated structure.

For the largest force on an atom, the calculation gives 0.0069 Eh/bohr. As for the LUMO energy: -0.01798 Ha. The value obtained for the HOMO energy is -8.23 eV. Its energy above the lowest of the compared OMol25 structures with the same formula, charge and spin is 0.0000 eV. As for the HOMO-LUMO gap: 7.7428 eV.

Structure (ORCA input):
```
! RIJCOSX wB97M-V def2-TZVPD def2/J DEFGRID3
* xyz 0 1
Na 0.015 0.985 0.095
O 1.334 -3.021 -1.181
C 1.858 -1.797 -1.396
O 2.771 -1.338 -0.781
C 1.137 -1.105 -2.522
C 0.990 -1.705 -3.771
C 0.290 -1.018 -4.744
C -0.241 0.228 -4.437
C -0.041 0.736 -3.161
N 0.634 0.082 -2.221
C -0.611 2.054 -2.703
O -0.856 2.968 -3.655
O -0.847 2.287 -1.553
H 1.721 -3.359 -0.356
H 1.403 -2.686 -3.955
H 0.140 -1.450 -5.724
H -0.832 0.758 -5.173
H -0.500 2.694 -4.507
C -0.572 3.219 4.013
C -1.056 2.939 2.730
N -0.328 2.006 2.134
N 0.635 1.661 3.012
C 0.509 2.375 4.146
B 1.747 0.636 2.720
N 1.144 -0.751 2.383
C 1.380 -1.892 3.049
C 0.624 -2.897 2.478
C -0.060 -2.247 1.443
N 0.268 -0.963 1.384
N 2.676 1.126 1.597
C 4.021 1.108 1.620
C 4.484 1.612 0.424
C 3.315 1.910 -0.285
N 2.235 1.620 0.425
H -0.951 3.924 4.732
H -1.897 3.377 2.215
H 1.198 2.230 4.960
H 2.407 0.498 3.713
H 2.052 -1.903 3.890
H 0.553 -3.925 2.786
H -0.784 -2.650 0.754
H 4.547 0.748 2.487
H 5.505 1.745 0.116
H 3.212 2.329 -1.274
N -2.042 -2.302 -1.740
C -2.851 -1.473 -0.977
C -4.146 -1.868 -0.617
C -4.921 -0.989 0.108
C -4.401 0.254 0.453
C -3.116 0.551 0.044
N -2.348 -0.285 -0.655
H -2.264 -3.283 -1.698
H -1.056 -2.118 -1.632
H -4.518 -2.843 -0.904
H -5.923 -1.269 0.404
H -4.973 0.971 1.024
H -2.670 1.508 0.286
*
```

---

Record 3
Density functional theory data (ωB97M-V/def2-TZVPD) for a 3-piece molecular cluster, C5H11NO2 overall.

For the largest force on an atom, the calculation gives 0.0802 Eh/bohr. As for the LUMO energy: 0.01775 Ha. The value obtained for the HOMO energy is -8.42 eV. Its energy above the lowest of the compared OMol25 structures with the same formula, charge and spin is 4.7829 eV. As for the HOMO-LUMO gap: 8.9037 eV.

Structure (ORCA input):
```
! RIJCOSX wB97M-V def2-TZVPD def2/J DEFGRID3
* xyz 0 1
C -0.462 -2.112 -0.436
N -0.820 -0.926 0.300
C -1.499 -0.003 -0.223
C -2.058 1.111 0.603
O -1.776 0.016 -1.559
H -0.339 -2.964 0.236
H 0.485 -2.129 -0.984
H -1.175 -2.428 -1.206
H -1.601 2.055 0.298
H -3.137 1.219 0.483
H -1.806 0.982 1.651
H -2.186 0.856 -1.796
C 2.437 0.883 -0.376
C 3.575 0.713 0.095
H 1.746 0.995 -1.179
H 4.620 0.894 0.001
O 1.296 0.680 1.341
H 0.570 0.033 1.155
H 2.128 0.128 1.595
*
```

---

Record 4
Density functional theory data (ωB97M-V/def2-TZVPD) for an isolated molecule of FHO3S2.

For the largest force on an atom, the calculation gives 0.0680 Eh/bohr. As for the LUMO energy: -0.00415 Ha. The value obtained for the HOMO energy is -10.84 eV. Its energy above the lowest of the compared OMol25 structures with the same formula, charge and spin is 0.1413 eV. As for the HOMO-LUMO gap: 10.7294 eV.

Structure (ORCA input):
```
! RIJCOSX wB97M-V def2-TZVPD def2/J DEFGRID3
* xyz 0 1
O 3.728 0.322 0.468
O 1.382 0.560 0.711
O 0.275 2.118 -0.936
F 2.095 -1.474 -0.439
S -0.073 1.253 0.174
S 2.511 0.154 -0.365
H -0.671 0.017 -0.581
*
```

---

Record 5
Density functional theory data (ωB97M-V/def2-TZVPD) for an isolated molecule of C5H9NO.

For the largest force on an atom, the calculation gives 0.0217 Eh/bohr. As for the LUMO energy (spin up / spin down): -0.04667 / -0.04669 Ha. The value obtained for the HOMO energy (spin up / spin down) is -9.25 / -9.25 eV. Its energy above the lowest of the compared OMol25 structures with the same formula, charge and spin is 3.6276 eV. As for the HOMO-LUMO gap (spin up / spin down): 7.9837 / 7.9825 eV.

Structure (ORCA input):
```
! RIJCOSX wB97M-V def2-TZVPD def2/J DEFGRID3
* xyz 0 1
C -1.148 0.187 1.059
C 0.028 -0.106 0.134
C 1.380 -0.198 0.840
C -0.364 -1.235 -0.681
N 0.298 0.362 -2.080
C 0.068 0.999 -0.932
O -0.107 2.180 -0.674
H -1.089 1.275 1.167
H -1.059 -0.345 2.009
H -2.114 -0.050 0.592
H 1.391 -0.998 1.588
H 1.568 0.758 1.341
H 2.194 -0.363 0.122
H 0.019 -2.233 -0.430
H -1.331 -1.234 -1.161
H 0.266 1.001 -2.893
*
```